Entry 1:
Here is a cluster of 3 separate species, C22H35N4O7S2 in total from OMol25. Energies are from wB97M-V/def2-TZVPD.

## Properties
Net charge: +1
Kohn-Sham gap: 6.327 eV

The geometry in XYZ format:
```
70
C22H35N4O7S2 wB97M-V/def2-TZVPD
C -2.134 1.093 -1.304
N -2.548 -0.299 -1.093
C -1.892 -0.956 0.031
C -1.037 -2.120 -0.391
C -1.433 -3.414 -0.016
N -0.799 -4.538 -0.283
N 0.307 -4.356 -0.982
C 0.774 -3.199 -1.426
C 0.120 -1.995 -1.157
C 0.636 -0.686 -1.635
C 2.099 -0.714 -2.078
C 2.701 0.702 -2.162
S 4.206 1.003 -1.217
C 3.911 0.430 0.411
S 5.196 0.315 1.383
N 2.571 0.196 0.770
C 1.921 1.384 1.356
C 1.015 0.993 2.496
O 1.833 0.413 3.487
C 2.279 -0.862 3.073
C 2.369 -1.031 1.544
H -2.101 1.284 -2.371
H -1.150 1.319 -0.900
H -2.837 1.786 -0.850
H -2.456 -0.840 -1.940
H -2.624 -1.343 0.741
H -1.271 -0.253 0.585
H -2.346 -3.521 0.552
H 0.829 -5.201 -1.182
H 1.681 -3.214 -2.006
H 0.571 0.032 -0.821
H -0.006 -0.331 -2.439
H 2.687 -1.332 -1.405
H 2.154 -1.185 -3.059
H 1.923 1.424 -1.927
H 2.961 0.896 -3.197
H 1.435 2.029 0.623
H 2.698 1.989 1.825
H 0.569 1.894 2.899
H 0.221 0.304 2.188
H 3.214 -1.100 3.563
H 1.555 -1.605 3.433
H 1.496 -1.573 1.186
H 3.219 -1.679 1.346
C -5.246 -3.544 -6.167
C -4.910 -2.637 -4.993
C -5.660 -1.326 -4.956
O -4.738 -0.471 -4.259
C -3.500 -0.937 -4.498
O -2.495 -0.337 -4.252
O -3.542 -2.163 -5.056
H -6.124 -3.191 -6.707
H -4.411 -3.604 -6.861
H -5.467 -4.554 -5.825
H -5.021 -3.172 -4.048
H -6.604 -1.383 -4.422
H -5.830 -0.910 -5.951
C 3.779 3.628 5.272
C 2.631 4.627 5.272
C 1.666 4.492 6.426
O 0.444 4.992 5.866
C 0.491 4.770 4.533
O -0.435 4.857 3.795
O 1.744 4.418 4.151
H 3.838 3.087 6.216
H 3.667 2.907 4.464
H 4.733 4.136 5.135
H 3.007 5.649 5.197
H 1.952 5.075 7.298
H 1.510 3.451 6.722
```

Entry 2:
Here is a structure of composition C22H35NO4P2Zn from OMol25. Energies are from wB97M-V/def2-TZVPD.

## Properties
Energy above the lowest of the compared OMol25 structures with the same formula, charge and spin: 0.0 kJ/mol
Net charge: 0
Kohn-Sham gap: 7.563 eV

The geometry in XYZ format:
```
65
C22H35NO4P2Zn wB97M-V/def2-TZVPD
P 3.906 -1.618 -0.716
P 2.415 -3.404 1.295
C 4.931 -2.829 0.269
C 4.108 -4.044 0.750
H 5.300 -2.277 1.155
H 5.815 -3.120 -0.326
H 3.947 -4.752 -0.086
H 4.639 -4.602 1.550
C 2.939 -2.419 2.760
H 2.024 -1.987 3.168
H 3.637 -1.613 2.530
H 3.395 -3.045 3.536
C 1.507 -4.747 2.097
H 2.112 -5.344 2.788
H 1.085 -5.417 1.347
H 0.670 -4.303 2.648
C 5.303 -0.421 -0.892
H 5.028 0.387 -1.584
H 6.166 -0.969 -1.310
H 5.584 0.000 0.085
C 4.002 -2.119 -2.506
H 3.731 -3.169 -2.639
H 4.986 -1.884 -2.927
H 3.257 -1.487 -3.008
Zn 1.731 -2.121 -0.364
C 3.682 1.512 2.517
C 5.000 1.639 2.676
C 5.934 2.721 2.292
C 5.344 3.672 1.225
C 5.092 2.992 -0.084
C 3.937 2.455 -0.526
C 2.701 2.069 0.210
C 2.677 2.334 1.731
C 0.983 -3.025 -2.095
H 3.211 0.592 2.933
H 5.472 0.843 3.246
H 6.891 2.263 2.031
H 6.151 3.320 3.175
H 4.400 4.091 1.608
H 6.050 4.513 1.083
H 5.965 3.060 -0.747
H 3.855 2.273 -1.610
H 2.492 1.001 0.012
H 1.890 2.596 -0.327
H 2.746 3.421 1.898
H 1.666 2.004 2.047
H 1.166 -4.113 -2.169
H 1.437 -2.488 -2.941
H -0.104 -2.832 -2.031
O 0.022 -0.951 0.059
C -1.005 -1.737 0.248
O -0.932 -2.977 0.390
C -2.417 -1.116 0.238
C -3.440 -1.680 -0.554
C -4.693 -1.076 -0.671
C -4.975 0.073 0.091
C -4.026 0.540 1.027
C -2.757 -0.035 1.074
N -6.125 0.862 -0.233
O -6.856 0.473 -1.177
O -6.342 1.914 0.411
H -3.256 -2.603 -1.103
H -5.458 -1.459 -1.348
H -4.319 1.366 1.669
H -2.037 0.340 1.802
```

Entry 3:
Here is a cluster of 8 separate species, C22H36Br6NO15 in total from OMol25. Energies are from wB97M-V/def2-TZVPD.

## Properties
Net charge: -1
Kohn-Sham gap: 9.489 eV

The geometry in XYZ format:
```
80
C22H36Br6NO15 wB97M-V/def2-TZVPD
N -16.123 30.821 -7.238
O -16.713 30.123 -6.367
O -15.582 30.260 -8.216
O -16.061 32.061 -7.103
Br -11.515 32.453 -8.188
C -12.241 31.038 -6.978
C -11.112 30.219 -6.397
Br -9.778 31.337 -5.437
H -13.025 30.479 -7.488
H -12.773 31.574 -6.194
H -10.506 29.731 -7.155
H -11.475 29.507 -5.666
Br -11.442 29.360 -10.971
C -13.315 29.554 -10.531
C -13.819 30.931 -10.841
Br -13.978 31.177 -12.810
H -13.426 29.369 -9.462
H -13.859 28.773 -11.055
H -13.240 31.761 -10.445
H -14.820 31.056 -10.428
Br -15.134 25.005 -7.437
C -15.339 26.772 -6.542
C -14.220 27.755 -6.643
Br -12.464 27.150 -5.964
H -15.491 26.481 -5.506
H -16.233 27.152 -7.024
H -14.423 28.674 -6.103
H -14.118 27.955 -7.709
C -18.150 34.689 -7.613
C -18.557 33.290 -7.953
C -19.021 32.364 -6.812
O -20.385 32.105 -7.144
C -20.734 32.703 -8.305
O -21.843 32.703 -8.725
O -19.685 33.336 -8.840
H -17.195 34.740 -7.091
H -18.832 35.274 -6.985
H -18.147 35.316 -8.507
H -17.750 32.763 -8.467
H -18.998 32.829 -5.828
H -18.551 31.381 -6.835
C -14.570 34.345 -8.562
C -14.035 35.104 -9.770
C -14.472 34.453 -11.083
O -15.067 35.511 -11.823
C -15.116 36.639 -11.079
O -15.473 37.714 -11.437
O -14.685 36.378 -9.828
H -14.171 34.866 -7.689
H -14.252 33.312 -8.430
H -15.651 34.450 -8.604
H -12.979 35.347 -9.637
H -15.197 33.649 -10.952
H -13.610 34.087 -11.642
C -17.684 27.196 -9.767
C -18.589 27.322 -8.554
C -18.706 28.758 -8.061
O -20.112 29.005 -8.022
C -20.791 27.911 -8.430
O -21.971 27.782 -8.490
O -19.932 26.969 -8.872
H -17.394 26.190 -10.067
H -16.705 27.626 -9.524
H -18.101 27.752 -10.606
H -18.240 26.692 -7.733
H -18.234 29.442 -8.766
H -18.286 28.848 -7.061
C -19.675 29.597 -2.352
C -19.541 28.279 -3.101
C -18.558 28.274 -4.289
O -17.568 27.316 -3.960
C -17.807 26.780 -2.747
O -17.177 25.888 -2.264
O -18.905 27.325 -2.226
H -19.968 29.503 -1.309
H -20.527 30.084 -2.834
H -18.738 30.135 -2.477
H -20.521 27.917 -3.413
H -18.059 29.230 -4.457
H -19.062 28.019 -5.221
```

Entry 4:
Here is a cluster of 6 separate species, C22H36F12O14S2 in total from OMol25. Energies are from wB97M-V/def2-TZVPD.

## Properties
Structure (SMILES): CCOC(=O)C(F)(F)F.CCOC(=O)C(F)(F)F.CCOC(=O)C(F)(F)F.CCOC(=O)C(F)(F)F.CCOS(C)(=O)=O.CCOS(C)(=O)=O
Energy above the lowest of the compared OMol25 structures with the same formula, charge and spin: 0.0 kJ/mol
Net charge: 0
Kohn-Sham gap: 11.504 eV

The geometry in XYZ format:
```
86
C22H36F12O14S2 wB97M-V/def2-TZVPD
O -24.071 -26.470 -27.718
S -22.651 -26.361 -27.971
O -21.786 -25.732 -27.013
O -22.061 -27.815 -28.301
C -22.740 -28.556 -29.352
C -21.641 -28.852 -30.344
C -22.478 -25.537 -29.605
H -23.590 -27.985 -29.717
H -23.129 -29.459 -28.878
H -21.880 -29.502 -31.182
H -20.782 -29.253 -29.806
H -21.301 -27.899 -30.757
H -22.819 -24.531 -29.363
H -23.131 -25.978 -30.351
H -21.430 -25.551 -29.892
O -23.095 -21.751 -34.655
S -22.674 -22.120 -33.339
O -23.467 -23.065 -32.590
O -21.140 -22.642 -33.442
C -20.606 -23.409 -32.342
C -20.278 -24.797 -32.888
C -22.424 -20.631 -32.326
H -21.289 -23.458 -31.495
H -19.715 -22.826 -32.104
H -19.601 -24.860 -33.737
H -21.211 -25.263 -33.213
H -19.850 -25.420 -32.100
H -22.086 -20.932 -31.342
H -23.370 -20.098 -32.345
H -21.697 -20.069 -32.910
C -21.541 -22.178 -28.067
C -20.297 -22.562 -27.256
O -19.092 -22.051 -27.839
C -18.608 -22.660 -28.908
O -19.003 -23.671 -29.397
C -17.335 -21.971 -29.425
F -16.299 -22.785 -29.197
F -17.403 -21.748 -30.734
F -17.088 -20.820 -28.801
H -22.390 -22.777 -27.741
H -21.435 -22.468 -29.118
H -21.715 -21.105 -28.099
H -20.254 -23.646 -27.178
H -20.394 -22.088 -26.284
C -28.318 -27.557 -32.538
C -26.809 -27.296 -32.573
O -26.150 -28.535 -32.853
C -24.861 -28.607 -32.704
O -24.137 -27.740 -32.295
C -24.292 -30.019 -33.002
F -23.051 -29.962 -33.468
F -24.206 -30.693 -31.826
F -25.106 -30.700 -33.792
H -28.631 -27.890 -31.549
H -28.609 -28.280 -33.295
H -28.832 -26.604 -32.672
H -26.488 -26.849 -31.633
H -26.564 -26.596 -33.372
C -19.297 -36.644 -29.538
C -20.668 -36.261 -30.114
O -20.843 -34.865 -30.331
C -21.313 -34.123 -29.364
O -21.542 -34.489 -28.244
C -21.633 -32.671 -29.761
F -21.083 -31.857 -28.868
F -21.199 -32.355 -30.975
F -22.949 -32.478 -29.728
H -19.138 -37.681 -29.846
H -19.254 -36.703 -28.450
H -18.472 -36.031 -29.893
H -21.443 -36.633 -29.447
H -20.719 -36.794 -31.058
C -19.374 -31.563 -34.798
C -18.849 -31.442 -33.341
O -18.832 -30.098 -32.862
C -17.914 -29.303 -33.357
O -17.010 -29.612 -34.074
C -17.883 -27.927 -32.704
F -18.811 -27.724 -31.786
F -16.697 -27.784 -32.069
F -17.896 -26.975 -33.641
H -18.782 -32.279 -35.359
H -19.349 -30.619 -35.341
H -20.426 -31.824 -34.695
H -17.845 -31.859 -33.305
H -19.538 -32.033 -32.751
```

Number 1: LUMO energy -4.60 eV, energy -2401.09788 Ha, E_HOMO -10.9 eV. Number 2: LUMO energy -0.42 eV, energy -3676.89473 Ha, E_HOMO -8.0 eV. Number 3: LUMO energy 1.94 eV, energy -17487.41159 Ha, E_HOMO -7.6 eV. Number 4: LUMO energy 0.47 eV, energy -3908.03821 Ha, E_HOMO -11.0 eV.